Record 1
# C17H23BBr4ClN2O6

C17H23BBr4ClN2O6 as an isolated structure (ωB97M-V with the def2-TZVPD basis set, the Open Molecules 2025 dataset).

```
! wB97M-V def2-TZVPD RIJCOSX def2/J DEFGRID3
* xyz 1 1
C 1.11846 1.34979 3.38089
C 1.45492 2.62981 3.28018
C 1.70327 4.06852 2.54789
O 0.48434 4.65299 2.00581
C 0.41116 4.44661 0.56480
O 0.26183 5.41868 -0.22834
C 0.51629 2.89658 0.09722
C -0.63105 1.86690 0.55197
O -1.65987 2.44405 1.36284
C -0.58990 0.31432 0.16144
C -1.67677 -0.75848 0.60811
C -3.02779 -0.24464 1.29662
C -4.01324 0.54489 0.24534
C -4.42597 -0.36265 -1.03034
N -5.24360 0.49099 -1.99318
N 0.56811 -0.18282 -0.64448
C 0.62602 -1.67024 -0.95903
C 1.15415 -2.48662 0.36942
C 0.62017 -4.00903 0.43810
Br 3.17543 -2.54767 0.26166
C 1.64613 0.71341 -1.07743
Cl 3.13516 0.16507 -2.02901
C 1.68029 2.28286 -0.75185
O 2.75568 3.12840 -1.21772
B 2.34967 3.79808 -2.47512
O 1.31406 3.22026 -3.34367
O 3.00004 5.03717 -2.84962
H 0.94488 0.21240 3.52638
H 2.47592 3.97719 1.68003
H 2.21796 4.73263 3.34830
H -2.25438 2.95348 0.75671
H -2.02594 -1.47500 -0.24619
H -1.15761 -1.46921 1.37915
H -2.83999 0.36074 2.25856
H -3.64044 -1.18611 1.61324
H -4.99829 0.75378 0.83573
H -3.60561 1.57214 -0.06969
H -5.10290 -1.26309 -0.75935
H -3.53032 -0.76158 -1.63898
H -4.53745 1.16063 -2.38148
H -5.51571 -0.08992 -2.80842
H -0.35920 -2.08328 -1.37752
H 1.42082 -1.91601 -1.77246
H 0.93445 -1.86045 1.32292
H -0.05888 -4.30509 -0.43984
H 0.05737 -4.16863 1.43136
H 1.56744 -4.68605 0.48360
H 0.48801 3.76546 -3.19606
H 3.87623 5.01830 -2.36918
C 3.82821 -7.38130 -0.10089
Br 2.41898 -8.11732 1.01253
Br 3.16235 -5.99002 -1.28021
Br 5.33751 -6.76972 0.95468
H 4.18963 -8.19123 -0.73538
*
```

Output
HOMO level: -12.1 eV
E: -12003.097638 a.u.
lowest unoccupied orbital energy: -5.12 eV
orbital gap: 6.957 eV
max |F|: 6.8 eV/A


Record 2
# C5H8O

One molecule with the formula C5H8O (ωB97M-V with the def2-TZVPD basis set, the Open Molecules 2025 dataset).

```
! wB97M-V def2-TZVPD RIJCOSX def2/J DEFGRID3
* xyz 0 1
C 1.86338 0.06526 0.26667
C 0.82098 0.41947 -0.75650
O 1.04680 1.29766 -1.56214
C -0.56676 -0.15462 -0.72341
C -1.23231 0.47559 0.48441
C -1.42171 -0.97988 0.23059
H 1.47237 -0.47803 1.13230
H 2.36067 0.99187 0.57630
H 2.58365 -0.56713 -0.26356
H -1.01675 -0.05506 -1.70222
H -0.50430 0.66434 1.26511
H -1.95098 1.27779 0.34558
H -1.06341 -1.75094 0.92049
H -2.39161 -1.20633 -0.21361
*
```

Output
HOMO level: -9.5 eV
E: -270.503344 a.u.
lowest unoccupied orbital energy: 1.04 eV
orbital gap: 10.574 eV
max |F|: 0.6 eV/A
relative energy (zero: lowest compared OMol25 entry of this formula, charge and spin): 34.2 kcal/mol


Record 3
# C11H24N3O5Tl

C11H24N3O5Tl as an isolated structure (ωB97M-V with the def2-TZVPD basis set, the Open Molecules 2025 dataset).

```
! wB97M-V def2-TZVPD RIJCOSX def2/J DEFGRID3
* xyz 1 2
Tl 0.91630 -1.47156 2.38478
C 5.34815 0.36500 0.79873
C 4.03440 -0.33491 1.26937
O 4.00855 -1.03554 2.24332
O 3.01364 -0.40897 0.60752
H 5.15789 0.91620 -0.12218
H 6.04653 -0.47065 0.75351
H 5.81434 0.94423 1.59576
C 0.65731 2.32584 -0.29378
C 0.48134 2.43898 1.21525
O 0.51747 1.44933 1.95581
N 0.33490 3.66624 1.73014
C 0.15793 3.88876 3.17635
H 1.71145 2.15367 -0.51113
H 0.25020 3.21837 -0.76891
H 0.09838 1.44105 -0.59848
H 0.28770 4.45652 1.10299
H 0.79881 3.20028 3.72712
H -0.91757 3.88464 3.35350
H 0.50250 4.87459 3.48863
C -2.86525 0.38720 -0.82469
C -2.41230 -0.54318 0.26035
O -1.33411 -0.42471 0.81564
N -3.21631 -1.57651 0.57671
C -4.51164 -1.97977 0.02025
H -2.35709 0.05143 -1.72865
H -2.69964 1.44599 -0.62560
H -3.95426 0.42119 -0.85641
H -2.83454 -2.16920 1.29994
H -5.33599 -1.32386 0.30012
H -4.72869 -2.94486 0.47806
H -4.40565 -2.06545 -1.06119
C 1.50813 -0.80950 -2.47631
C 0.68045 -1.88113 -1.70041
O 0.77371 -2.10343 -0.49977
N -0.26599 -2.47748 -2.44791
C -1.25151 -3.35409 -1.89948
H 1.89830 0.07400 -1.97105
H 0.84083 -0.30283 -3.17352
H 2.32478 -1.16038 -3.10725
H -0.46913 -2.18581 -3.39330
H -1.59651 -2.83349 -1.00614
H -0.82104 -4.31948 -1.63338
H -2.18688 -3.42677 -2.45438
*
```

Output
HOMO level (alpha / beta): -12.2 / -12.2 eV
E: -1146.269372 a.u.
lowest unoccupied orbital energy (alpha / beta): -2.25 / -5.92 eV
orbital gap (alpha / beta): 9.974 / 6.298 eV
max |F|: 6.3 eV/A